1.
{
  "formula": "C3H5IO2",
  "method": "ωB97M-V/def2-TZVPD",
  "molar_mass_g_mol": 199.97,
  "charge": 0,
  "total_energy_ev": -15386.334,
  "gap_ha": 0.3695,
  "symbols": ["C", "C", "C", "O", "O", "I", "H", "H", "H", "H", "H"],
  "coordinates": [[-1.17193, -1.77319, -0.37689], [1.74116, 0.26431, -0.26930], [0.53124, 0.18780, 0.59366], [-1.30754, -2.89070, -0.35797], [-0.46176, 0.86781, 0.60768], [-3.93609, 1.67922, -0.19372], [2.62159, 0.41277, 0.33069], [1.55631, 1.13829, -0.94125], [2.02284, -0.55752, -0.90387], [0.77598, -0.67944, 1.34080], [-2.37179, 1.35065, 0.17017]],
  "forces_ev_per_angstrom": [[-0.2, -0.6, -0.3], [-0.7, 2.6, -1.7], [0.9, -2.1, 1.5], [0.0, 0.2, 0.0], [1.1, -0.2, 0.0], [0.5, -0.1, 0.1], [0.3, 0.4, 0.6], [0.6, -0.5, 0.3], [-0.6, -0.8, -0.1], [-1.3, 1.1, -0.3], [-0.6, 0.1, -0.1]],
  "lowdin_charge": [0.04, -0.06, -0.40, 0.08, -0.04, 0.36, 0.08, 0.10, 0.08, 0.13, -0.36]
}

***

2.
{
  "formula": "C2H3I3O",
  "method": "ωB97M-V/def2-TZVPD",
  "molar_mass_g_mol": 423.76,
  "charge": 0,
  "total_energy_ev": -28467.261,
  "gap_ha": 0.2718,
  "symbols": ["C", "C", "O", "I", "I", "I", "H", "H", "H"],
  "coordinates": [[-0.24019, -0.43547, -1.13871], [-0.25713, 1.26222, 1.34394], [0.80775, -0.95237, -0.83107], [-0.44866, 0.86646, -2.73039], [1.78458, 0.54789, 1.80982], [-1.56301, -0.08600, 2.20008], [-1.08205, -0.49513, -0.47696], [-0.33207, 2.32845, 1.80352], [2.43350, -0.08300, 0.37795]],
  "forces_ev_per_angstrom": [[2.1, -0.4, 1.4], [0.6, 1.7, -0.8], [-1.0, 0.2, -0.9], [-0.1, 0.4, -0.7], [0.6, 0.1, -0.1], [-0.8, -0.4, 0.7], [-1.0, -0.2, 0.0], [0.5, -2.0, -0.3], [-0.9, 0.6, 0.7]],
  "lowdin_charge": [-0.87, -1.17, -0.19, 0.83, 1.00, 0.65, -0.05, -0.07, -0.13]
}

***

3.
{
  "formula": "C34H61NO27",
  "method": "ωB97M-V/def2-TZVPD",
  "molar_mass_g_mol": 915.84,
  "charge": 0,
  "total_energy_ev": -93009.976,
  "gap_ha": 0.3581,
  "symbols": ["C", "C", "C", "O", "C", "O", "O", "H", "H", "H", "H", "H", "H", "C", "C", "C", "O", "C", "O", "O", "H", "H", "H", "H", "H", "H", "C", "C", "C", "O", "C", "O", "O", "H", "H", "H", "H", "H", "H", "C", "O", "C", "O", "O", "C", "H", "H", "H", "H", "H", "H", "C", "O", "C", "O", "O", "C", "H", "H", "H", "H", "H", "H", "C", "O", "C", "O", "O", "C", "H", "H", "H", "H", "H", "H", "C", "O", "C", "O", "O", "C", "H", "H", "H", "H", "H", "H", "C", "O", "C", "O", "O", "C", "H", "H", "H", "H", "H", "H", "C", "O", "C", "O", "O", "C", "H", "H", "H", "H", "H", "H", "C", "C", "C", "C", "N", "H", "H", "H", "H", "H", "H", "H"],
  "coordinates": [[-0.64799, 2.95366, -4.74362], [-0.77674, 2.37679, -3.36333], [-0.82523, 3.28823, -2.19972], [-2.16765, 3.19152, -1.73105], [-2.77693, 2.19572, -2.31734], [-3.84960, 1.80783, -1.97452], [-1.98628, 1.65595, -3.22933], [0.16300, 3.61970, -4.77700], [-1.46912, 3.59052, -4.91493], [-0.58183, 2.19005, -5.53957], [0.10958, 1.78281, -3.36789], [-0.58769, 4.32536, -2.41969], [-0.10251, 3.04993, -1.43409], [-1.43861, -1.88006, -3.56656], [0.08809, -1.90090, -3.67523], [0.62217, -2.97316, -4.70230], [1.32848, -2.18477, -5.62381], [1.23406, -0.84919, -5.31279], [1.53809, 0.10653, -6.03421], [0.59224, -0.72952, -4.20050], [-1.80773, -2.85885, -3.15227], [-1.91647, -1.77830, -4.53064], [-1.82303, -1.20571, -2.76879], [0.58987, -2.15686, -2.76690], [-0.03728, -3.61060, -5.22635], [1.29967, -3.55711, -4.15789], [3.48078, 5.33889, -1.81649], [2.60728, 4.35719, -2.61019], [3.07104, 4.08813, -4.03274], [2.89456, 2.67881, -4.08012], [2.73632, 2.15662, -2.88607], [2.87869, 0.93948, -2.61809], [2.53625, 3.05890, -2.00545], [3.59671, 6.29989, -2.33105], [4.45081, 4.91168, -1.69012], [3.04144, 5.58684, -0.84732], [1.58802, 4.79693, -2.68639], [4.12695, 4.41532, -4.10685], [2.56662, 4.57939, -4.82064], [-0.24460, 0.97462, 4.91194], [1.04156, 0.79778, 5.51559], [2.00107, 0.27911, 4.76785], [1.90654, 0.10397, 3.38532], [3.09115, -0.03190, 5.48252], [4.17343, -0.73385, 5.05277], [-0.73903, 0.05254, 4.84126], [-0.10960, 1.48136, 3.92860], [-1.01237, 1.59009, 5.42871], [4.82146, -0.64000, 5.89423], [4.69798, -0.41220, 4.19964], [3.93516, -1.81496, 5.01304], [5.77265, -1.45681, 1.27565], [4.66422, -0.80899, 0.82139], [4.38329, 0.50652, 1.24937], [5.20561, 1.12087, 2.23031], [3.34818, 1.11193, 0.63217], [2.92279, 2.37884, 1.15926], [5.79818, -1.51278, 2.39334], [6.70347, -0.85227, 1.15297], [5.84593, -2.41962, 0.75779], [1.94850, 2.71976, 0.77107], [3.61713, 3.16584, 0.98874], [2.85289, 2.25780, 2.28424], [-3.92191, -2.04463, 1.14916], [-4.54002, -2.91584, 0.24115], [-4.50583, -2.58663, -1.02210], [-3.73906, -1.50563, -1.49900], [-5.23154, -3.34645, -1.88163], [-5.12074, -3.11349, -3.27611], [-4.15647, -0.98659, 0.96918], [-2.83450, -2.04027, 0.94661], [-4.09177, -2.25121, 2.20094], [-5.74084, -2.21249, -3.51916], [-5.42203, -3.95352, -3.91130], [-4.06666, -2.85074, -3.52991], [1.96337, -2.73221, 1.25283], [1.32358, -3.18779, 0.01496], [0.02111, -3.69261, -0.03859], [-0.84820, -3.53797, 1.04987], [-0.30199, -4.28901, -1.23896], [-1.54727, -4.96647, -1.24265], [1.95120, -1.59739, 1.30357], [3.02415, -3.07597, 1.26901], [1.42413, -3.07240, 2.10072], [-1.68028, -5.64645, -0.41982], [-1.72835, -5.60158, -2.12545], [-2.35490, -4.25469, -1.23905], [-1.43965, 3.30275, 1.27087], [-1.50582, 4.75197, 1.05092], [-0.49755, 5.45271, 0.52814], [0.74380, 4.83496, 0.20438], [-0.71577, 6.71361, 0.20933], [0.38155, 7.49678, -0.24255], [-0.70737, 2.97288, 0.59701], [-2.32426, 2.71904, 0.96922], [-1.08313, 3.09428, 2.30862], [-0.09682, 8.39337, -0.69494], [0.88474, 6.92931, -0.97606], [0.99220, 7.81876, 0.59049], [-4.37785, -6.83768, 5.73463], [-4.36014, -5.41604, 5.50232], [-3.23672, -4.88765, 5.23748], [-2.00018, -5.61563, 5.43107], [-3.28017, -3.72000, 4.74456], [-2.03205, -3.14626, 4.30515], [-4.44080, -6.95650, 6.81837], [-3.61819, -7.43711, 5.36841], [-5.25669, -7.31322, 5.33859], [-1.70983, -3.65217, 3.36029], [-1.30467, -3.20819, 5.09217], [-2.19181, -2.09370, 4.16394], [0.51143, -0.08395, -0.82893], [-0.78607, -0.09284, -0.02765], [-0.55860, -0.06531, 1.48034], [-1.79327, 0.17185, 2.26271], [-2.77631, 0.30379, 2.89214], [0.38306, 0.04578, -1.83405], [1.08428, -0.89334, -0.72690], [1.01354, 0.89150, -0.55255], [-1.35383, -1.00855, -0.23329], [-1.45497, 0.74971, -0.32626], [0.22138, 0.68769, 1.64244], [-0.16026, -0.95587, 1.90939]],
  "forces_ev_per_angstrom": [[-1.1, -0.4, -0.3], [0.7, -0.2, -1.6], [0.3, 1.4, 0.6], [1.2, 2.0, 1.2], [-1.0, -1.2, 0.6], [-0.3, -0.1, -0.5], [0.1, -1.5, -1.1], [1.6, 0.6, -0.1], [-1.4, 0.7, -0.6], [0.1, 0.3, 0.6], [0.2, -1.5, 1.0], [-0.3, 0.3, -0.3], [-0.1, -0.5, 0.5], [0.0, -0.9, 1.9], [-1.4, -2.7, -1.0], [0.1, 1.8, 1.0], [0.9, 1.3, -1.2], [0.4, 1.2, -3.6], [-0.2, -2.9, 1.8], [-0.6, 2.3, 1.7], [0.7, 0.5, -0.5], [-0.1, 0.5, -0.2], [0.3, 0.1, -1.0], [0.0, 0.4, 0.9], [-1.2, -0.4, -0.4], [1.2, -1.2, 0.5], [-0.9, -0.1, -0.1], [-1.2, 2.4, 0.1], [1.5, -0.4, 1.6], [0.5, -0.2, -2.4], [1.7, -6.1, 0.1], [-0.9, 3.7, -1.1], [-0.5, 2.5, 2.3], [-0.1, -0.3, -0.3], [0.8, -0.3, 0.2], [0.0, -0.4, 0.0], [0.3, -0.5, 0.5], [-0.1, -0.8, -0.2], [-1.0, 0.3, -0.7], [-0.3, 1.8, -1.4], [0.7, -0.2, 0.4], [0.4, -1.2, -7.0], [0.6, 0.8, 7.9], [-4.3, 2.4, 0.3], [1.0, -2.7, 0.5], [-0.3, -1.5, -0.6], [-0.1, -0.8, 0.6], [1.4, 0.0, 0.7], [0.9, 0.0, 0.5], [0.1, 0.8, -1.4], [0.0, 0.5, -0.4], [2.9, 0.4, 2.2], [-3.6, 4.3, -0.6], [4.6, 2.2, 4.5], [-5.1, -3.8, -6.0], [1.7, -1.9, 0.5], [-0.7, -0.1, 2.6], [-0.5, -0.6, -0.7], [-0.6, -0.4, -0.6], [-0.1, 0.3, 0.3], [0.4, -0.8, -0.3], [0.9, 0.4, -0.4], [-0.1, 0.2, -1.3], [2.3, 2.3, 0.0], [-1.6, -1.2, -1.2], [4.1, 6.0, -4.1], [-4.4, -6.4, 2.8], [0.6, -0.4, 2.5], [0.9, 2.2, -1.0], [-0.6, -0.4, -0.1], [-0.4, -0.5, 0.3], [-0.5, -0.7, -0.3], [0.5, -0.8, 0.1], [-0.2, -0.1, 0.9], [-0.8, -0.2, 0.2], [0.1, 1.5, -0.5], [-2.5, -1.6, -1.1], [-2.6, 1.6, 5.7], [5.1, -1.2, -6.8], [1.7, 1.2, 2.4], [-1.5, -0.6, -0.3], [0.1, -1.4, -0.4], [-1.0, 0.1, -0.4], [-0.5, -0.6, 0.7], [0.3, 0.1, 0.7], [1.0, 0.6, -0.1], [-0.3, 0.4, 0.2], [0.8, 0.2, 0.5], [-0.1, 1.6, -0.4], [6.3, -4.8, -2.0], [-6.7, 3.4, 1.9], [-1.4, -1.5, 1.4], [-1.0, 1.3, -0.2], [1.4, -0.6, -0.7], [-0.3, 1.2, 0.5], [-0.6, 0.3, -0.8], [0.4, -0.6, 0.3], [1.0, -0.4, -0.7], [0.3, -0.2, 0.1], [-1.7, 0.2, 2.1], [-1.7, -1.0, -0.4], [9.0, -5.3, 1.0], [-6.8, 4.2, -1.1], [-0.4, 1.6, -0.4], [0.4, -0.4, -0.7], [0.2, -0.1, -0.1], [2.2, -0.1, -0.8], [-0.9, 0.7, -0.4], [-0.2, 0.5, 0.9], [0.4, -0.6, 0.2], [-0.6, 0.4, -0.4], [-1.8, 4.8, 2.3], [-1.1, -0.9, -0.6], [-0.2, 1.2, -0.1], [-1.8, 0.5, 1.1], [2.5, -0.3, -1.5], [-0.9, 0.2, -2.7], [2.5, -3.0, 0.9], [0.2, -1.3, -0.1], [-0.1, 0.2, -0.3], [0.5, -0.5, 0.2], [-0.4, 0.2, 0.6], [0.4, -1.0, -0.1]],
  "lowdin_charge": [0.01, -0.32, -0.09, 0.09, -0.63, 0.17, 0.12, 0.06, 0.08, 0.11, 0.12, 0.13, 0.10, 0.00, -0.29, -0.07, 0.07, -0.52, 0.11, 0.09, 0.07, 0.09, 0.07, 0.12, 0.12, 0.11, -0.01, -0.29, -0.07, 0.09, -0.60, 0.11, 0.11, 0.09, 0.08, 0.07, 0.14, 0.14, 0.12, -0.03, 0.03, -0.38, -0.05, 0.02, -0.07, 0.06, 0.08, 0.11, 0.09, 0.06, 0.12, -0.12, -0.05, -0.31, -0.07, -0.02, -0.04, 0.09, 0.11, 0.10, 0.07, 0.08, 0.11, -0.06, 0.03, -0.41, -0.07, -0.02, -0.05, 0.09, 0.06, 0.09, 0.12, 0.09, 0.08, -0.01, -0.05, -0.30, -0.06, -0.01, -0.05, 0.09, 0.10, 0.07, 0.10, 0.11, 0.07, 0.00, 0.02, -0.39, -0.10, 0.01, -0.02, 0.03, 0.11, 0.11, 0.11, 0.06, 0.10, -0.01, 0.06, -0.51, -0.12, 0.04, -0.01, 0.11, 0.07, 0.09, 0.10, 0.09, 0.06, -0.05, -0.19, -0.17, -0.22, 0.18, 0.02, 0.03, 0.09, 0.09, 0.11, 0.10, 0.09]
}

***

4.
{
  "formula": "C6H7N3OS",
  "method": "ωB97M-V/def2-TZVPD",
  "molar_mass_g_mol": 169.21,
  "charge": 0,
  "total_energy_ev": -23681.822,
  "gap_ha": 0.3002,
  "symbols": ["C", "C", "C", "C", "C", "C", "N", "N", "N", "O", "S", "H", "H", "H", "H", "H", "H", "H"],
  "coordinates": [[-0.97469, 0.38686, 2.69450], [-0.84707, -1.36853, 1.45022], [-0.34199, 0.79675, 1.63191], [0.63496, 2.06499, -0.52032], [0.18153, -0.15794, -0.50451], [0.61991, -0.70331, -2.79066], [-1.33023, -0.94932, 2.56897], [-0.21126, -0.34368, 0.75621], [0.32105, -1.09852, -1.41949], [2.06148, 1.67877, 1.51708], [0.69113, 2.21501, 1.20023], [-1.37169, 1.03008, 3.57438], [-1.11401, -2.29008, 1.02752], [-0.41377, 2.50427, -0.88697], [1.54965, -1.15123, -3.11737], [-0.26177, -0.97436, -3.30319], [0.61231, 0.47566, -2.64891], [0.19447, -2.11542, -1.22960]],
  "forces_ev_per_angstrom": [[-2.3, 0.8, 3.4], [-0.4, 1.4, 0.5], [1.7, 0.5, -2.6], [-2.6, -0.7, -1.6], [0.7, 1.7, -1.0], [-0.2, 2.9, 1.8], [-0.1, -0.6, 0.3], [-0.3, 0.4, 1.0], [-0.1, -0.3, 1.9], [-0.8, 0.7, 0.7], [1.4, -1.7, -0.2], [1.1, -1.4, -1.7], [0.1, -1.2, -0.5], [1.7, -1.2, 0.7], [0.0, 0.2, -0.3], [-0.5, -0.3, -1.4], [0.6, -2.4, -1.0], [0.1, 1.1, 0.0]],
  "lowdin_charge": [-0.13, -0.13, -0.36, -0.23, -0.09, -0.05, 0.08, -0.03, -0.02, -0.56, 0.80, 0.15, 0.11, 0.01, 0.09, 0.07, 0.12, 0.17]
}

***

Here are the calculated relative energy (zero: lowest compared OMol25 entry of this formula, charge and spin) numbers, same order: 21.2, 92.5, 20.9, 150.2 (kcal per mole).